# 1
Here is a 7-piece molecular cluster, C56H55Cl2F15N2OP overall in a non-equilibrium geometry from the Open Molecules 2025 dataset. Energies are from ωB97M-V/def2-TZVPD.

Charge = +1
E_LUMO = -4.657 eV
Total energy = -139063.65807 eV
Strongest force on any atom = 0.1839 hartree/bohr
Spin multiplicity = 1

Atoms and positions in Å:
C: -7.903 0.170 -3.024
C: -6.901 0.299 -1.733
N: -6.307 1.671 -1.511
C: -4.870 1.778 -1.967
C: -3.742 0.782 -1.316
C: -2.144 0.902 -1.793
C: -1.122 -0.165 -1.025
C: -0.583 0.665 0.324
O: -1.141 1.817 0.735
Cl: 0.881 -0.072 1.208
N: -1.665 1.922 -2.843
C: -0.178 1.949 -3.245
C: -0.091 0.965 -4.592
C: 0.676 -0.462 -4.303
Cl: 0.763 1.758 -6.035
C: -2.681 2.890 -3.486
C: -2.200 4.032 -4.602
C: -1.663 5.312 -3.731
C: -2.001 6.784 -4.366
F: -3.218 6.820 -5.233
F: -2.331 7.674 -3.191
C: -0.784 7.455 -5.246
F: 0.564 6.899 -4.962
F: -1.076 7.093 -6.684
C: -0.742 9.101 -5.207
F: -2.115 9.729 -5.280
F: -0.075 9.517 -6.498
C: 0.175 9.736 -4.006
F: -0.521 10.989 -3.541
F: 0.321 8.881 -2.806
F: 1.560 10.101 -4.471
C: -4.303 2.888 -3.077
P: -5.472 4.163 -3.886
C: -5.387 5.884 -3.065
C: -7.289 3.583 -3.947
H: -8.961 0.657 -2.884
H: -8.105 -0.997 -3.171
H: -7.325 0.515 -3.981
H: -7.567 0.065 -0.771
H: -6.128 -0.576 -1.805
H: -6.337 1.858 -0.483
H: -4.115 -0.006 -0.525
H: -1.722 -1.118 -0.686
H: -0.158 -0.412 -1.641
H: 0.187 3.002 -3.601
H: 0.540 1.610 -2.384
H: -1.204 0.711 -4.944
H: 1.200 -0.885 -5.264
H: -0.111 -1.253 -3.881
H: 1.438 -0.274 -3.407
H: -1.265 3.610 -5.210
H: -3.018 4.274 -5.401
H: -2.235 5.264 -2.684
H: -0.535 5.119 -3.487
H: -4.271 6.054 -2.727
H: -5.734 6.685 -3.854
H: -6.035 5.871 -2.091
H: -7.941 4.442 -4.457
H: -7.486 2.609 -4.565
H: -7.676 3.532 -2.828
F: 6.019 9.472 -8.431
C: 4.746 9.059 -8.485
C: 4.338 8.231 -9.525
C: 3.014 7.796 -9.579
C: 2.108 8.204 -8.597
C: 2.525 9.039 -7.559
C: 3.852 9.464 -7.500
H: 5.054 7.931 -10.284
H: 2.688 7.142 -10.384
H: 1.074 7.868 -8.642
H: 1.817 9.359 -6.798
H: 4.195 10.107 -6.695
F: 1.320 -4.493 3.033
C: 2.499 -3.987 3.419
C: 3.260 -4.667 4.362
C: 4.490 -4.143 4.761
C: 4.939 -2.936 4.219
C: 4.165 -2.258 3.276
C: 2.941 -2.788 2.870
H: 2.891 -5.599 4.778
H: 5.096 -4.671 5.492
H: 5.896 -2.525 4.534
H: 4.515 -1.317 2.859
H: 2.331 -2.279 2.131
F: -4.281 -4.416 1.151
C: -3.540 -5.115 2.020
C: -2.372 -4.556 2.528
C: -1.602 -5.282 3.437
C: -2.003 -6.565 3.819
C: -3.174 -7.119 3.299
C: -3.949 -6.389 2.399
H: -2.072 -3.562 2.213
H: -0.692 -4.851 3.846
H: -1.400 -7.133 4.524
H: -3.481 -8.120 3.594
H: -4.867 -6.801 1.992
F: 2.911 -1.227 6.349
C: 3.151 0.087 6.450
C: 3.749 0.587 7.601
C: 4.004 1.955 7.704
C: 3.647 2.809 6.658
C: 3.042 2.298 5.509
C: 2.798 0.929 5.401
H: 4.012 -0.091 8.406
H: 4.479 2.354 8.597
H: 3.842 3.876 6.741
H: 2.761 2.966 4.698
H: 2.337 0.514 4.511
F: -1.950 -9.511 4.040
C: -2.407 -10.693 4.474
C: -2.584 -11.733 3.568
C: -3.055 -12.966 4.021
C: -3.355 -13.141 5.374
C: -3.179 -12.089 6.274
C: -2.697 -10.861 5.823
H: -2.353 -11.576 2.519
H: -3.189 -13.787 3.322
H: -3.727 -14.101 5.726
H: -3.417 -12.227 7.326
H: -2.546 -10.035 6.511
F: 7.631 -4.448 4.871
C: 8.373 -5.148 5.739
C: 9.540 -4.589 6.248
C: 10.310 -5.315 7.156
C: 9.909 -6.598 7.538
C: 8.739 -7.152 7.019
C: 7.963 -6.421 6.119
H: 9.840 -3.595 5.933
H: 11.220 -4.884 7.566
H: 10.513 -7.166 8.244
H: 8.431 -8.152 7.314
H: 7.046 -6.833 5.712

# 2
Here is one molecule with the formula C2H6N2O in a non-equilibrium geometry from the Open Molecules 2025 dataset. Energies are from ωB97M-V/def2-TZVPD.

E_LUMO = 0.779 eV
SMILES = NCC(N)=O
Total energy = -7198.90512 eV
Strongest force on any atom = 0.0747 hartree/bohr
Spin multiplicity = 1

Atoms and positions in Å:
N: 1.948 -0.015 -0.547
C: 0.530 -0.420 -0.753
C: -0.655 -0.102 0.106
N: -0.537 1.141 0.892
O: -1.648 -0.791 0.168
H: 1.957 0.962 -0.217
H: 2.376 -0.553 0.233
H: 0.443 -1.536 -0.865
H: 0.166 -0.129 -1.784
H: 0.344 1.541 1.123
H: -1.227 1.293 1.631

# 3
Here is C64H71N2O5PS2Ti as an isolated structure in a non-equilibrium geometry from the Open Molecules 2025 dataset. Energies are from ωB97M-V/def2-TZVPD.

Charge = +4
E_LUMO = -11.610 eV
Total energy = -134782.83541 eV
Strongest force on any atom = 0.0450 hartree/bohr
Spin multiplicity = 1

Atoms and positions in Å:
Ti: 0.107 -0.111 -0.029
O: -6.590 -2.054 0.136
C: -5.623 -3.039 -0.075
C: -4.272 -2.399 -0.111
C: -3.096 -3.069 -0.457
C: -1.908 -2.369 -0.504
N: -1.793 -1.048 -0.266
C: -2.935 -0.390 0.035
C: -4.157 -1.036 0.145
C: -2.828 1.065 0.176
C: -3.977 1.841 0.200
C: -3.918 3.228 0.296
C: -5.176 4.023 0.277
O: -6.263 3.161 0.108
C: -2.639 3.772 0.400
C: -1.542 2.937 0.388
N: -1.576 1.591 0.244
H: -7.475 -2.427 0.054
H: -5.782 -3.567 -1.027
H: -5.646 -3.806 0.721
H: -3.112 -4.118 -0.705
H: -1.002 -2.878 -0.801
H: -5.066 -0.518 0.404
H: -4.960 1.407 0.116
H: -5.112 4.761 -0.539
H: -5.253 4.596 1.217
H: -7.084 3.664 0.055
H: -2.494 4.836 0.489
H: -0.581 3.410 0.515
C: 0.097 -4.921 7.160
C: 0.020 -4.290 5.820
C: -0.340 -5.044 4.702
C: -0.297 -4.497 3.436
C: 0.107 -3.173 3.281
C: 0.393 -2.377 4.381
C: 0.335 -2.941 5.641
S: 0.405 -2.782 1.571
O: 0.352 -1.203 1.394
C: 2.164 -3.144 1.530
C: 3.047 -2.706 2.534
C: 4.348 -3.124 2.505
C: 4.837 -3.943 1.458
C: 6.195 -4.308 1.363
C: 6.651 -5.058 0.309
C: 5.764 -5.499 -0.686
C: 4.433 -5.180 -0.618
C: 3.939 -4.388 0.444
C: 2.575 -4.003 0.530
C: 1.594 -4.522 -0.445
C: 1.124 -5.858 -0.359
C: 1.527 -6.738 0.669
C: 1.085 -8.034 0.686
C: 0.208 -8.502 -0.306
C: -0.232 -7.661 -1.297
C: 0.215 -6.326 -1.352
C: -0.202 -5.451 -2.380
C: 0.258 -4.166 -2.453
C: 1.152 -3.707 -1.468
S: 1.866 -2.071 -1.538
O: 0.583 -1.143 -1.459
C: 2.324 -2.095 -3.265
C: 3.578 -2.636 -3.536
C: 4.005 -2.702 -4.845
C: 3.213 -2.228 -5.895
C: 3.738 -2.270 -7.284
C: 1.952 -1.713 -5.591
C: 1.498 -1.654 -4.284
H: -0.181 -5.971 7.115
H: -0.550 -4.407 7.868
H: 1.113 -4.850 7.548
H: -0.631 -6.073 4.838
H: -0.542 -5.088 2.566
H: 0.644 -1.336 4.249
H: 0.565 -2.340 6.508
H: 2.685 -2.073 3.330
H: 5.024 -2.823 3.293
H: 6.872 -3.973 2.133
H: 7.696 -5.319 0.237
H: 6.136 -6.102 -1.499
H: 3.751 -5.530 -1.378
H: 2.194 -6.376 1.436
H: 1.420 -8.709 1.459
H: -0.112 -9.531 -0.281
H: -0.913 -8.016 -2.057
H: -0.880 -5.826 -3.130
H: -0.039 -3.515 -3.258
H: 4.186 -3.011 -2.725
H: 4.972 -3.126 -5.064
H: 4.109 -3.263 -7.526
H: 4.585 -1.590 -7.373
H: 2.994 -1.986 -8.019
H: 1.310 -1.357 -6.382
H: 0.514 -1.270 -4.053
O: 1.878 0.513 -0.011
P: 2.863 1.729 -0.081
C: 2.480 2.791 1.434
C: 3.567 3.031 2.498
C: 3.660 1.983 3.606
C: 2.305 1.690 4.235
C: 1.364 1.220 3.135
C: 1.176 2.327 2.097
C: 4.714 1.473 -0.225
C: 5.318 0.414 0.697
C: 5.308 -0.981 0.084
C: 6.026 -0.992 -1.260
C: 5.322 -0.038 -2.212
C: 5.315 1.372 -1.632
C: 2.367 2.631 -1.639
C: 2.282 1.633 -2.820
C: 0.886 1.539 -3.443
C: 0.388 2.910 -3.904
C: 0.680 3.996 -2.858
C: 1.041 3.373 -1.508
H: 2.304 3.772 0.974
H: 3.323 3.985 2.971
H: 4.546 3.156 2.036
H: 4.351 2.354 4.361
H: 4.061 1.044 3.221
H: 1.901 2.584 4.712
H: 2.411 0.925 5.004
H: 0.380 0.966 3.544
H: 1.788 0.333 2.638
H: 0.720 3.187 2.595
H: 0.488 1.928 1.336
H: 5.017 2.459 0.151
H: 4.795 0.385 1.652
H: 6.354 0.699 0.896
H: 4.269 -1.316 -0.040
H: 5.813 -1.661 0.766
H: 6.044 -2.002 -1.669
H: 7.061 -0.678 -1.124
H: 4.300 -0.390 -2.379
H: 5.834 -0.018 -3.174
H: 4.834 2.062 -2.322
H: 6.354 1.696 -1.540
H: 3.148 3.374 -1.828
H: 2.573 0.631 -2.486
H: 2.969 1.938 -3.610
H: 0.173 1.068 -2.726
H: 0.951 0.888 -4.314
H: -0.680 2.853 -4.114
H: 0.881 3.167 -4.840
H: -0.179 4.655 -2.744
H: 1.515 4.615 -3.183
H: 0.265 2.648 -1.225
H: 1.110 4.170 -0.765

# 4
Here is a 3-piece molecular cluster, C26H27B2FI4N3O12P overall in a non-equilibrium geometry from the Open Molecules 2025 dataset. Energies are from ωB97M-V/def2-TZVPD.

E_LUMO = -1.293 eV
Total energy = -102199.76506 eV
Strongest force on any atom = 0.0418 hartree/bohr
Spin multiplicity = 1

Atoms and positions in Å:
C: -1.942 0.623 4.642
C: -2.219 0.321 3.369
N: -1.308 0.518 2.274
C: -1.401 1.549 1.408
N: -1.409 2.828 1.699
F: -1.474 3.671 0.633
B: -1.328 3.542 3.051
C: -0.077 4.408 3.329
O: -2.346 3.447 3.922
N: -1.408 1.157 0.072
C: -2.728 1.343 -0.459
I: -4.411 0.739 0.704
C: -3.031 1.859 -1.652
C: -4.426 1.989 -2.193
I: -1.569 2.496 -2.974
C: -0.734 -0.155 0.042
C: -1.707 -1.028 -0.927
O: -2.582 -1.715 -0.401
O: -1.488 -0.799 -2.099
C: 0.640 -0.317 -0.642
I: 1.041 -2.354 -1.064
C: 1.594 0.527 -1.035
C: 2.863 0.117 -1.735
I: 1.547 2.604 -0.716
C: -0.599 -0.628 1.573
C: -1.163 -2.013 1.907
B: -0.658 -2.820 3.173
O: 0.357 -3.756 3.047
O: -1.243 -2.592 4.400
P: 1.063 -0.308 2.327
O: 1.594 1.002 1.940
O: 0.818 -0.296 3.920
O: 2.052 -1.505 1.979
H: -1.004 0.413 5.133
H: -2.754 1.029 5.237
H: -3.149 -0.185 3.137
H: 0.848 3.832 3.302
H: -0.048 5.207 2.581
H: -0.187 4.901 4.295
H: -3.206 3.261 3.521
H: -5.037 2.641 -1.569
H: -4.902 1.006 -2.217
H: -4.410 2.354 -3.214
H: 3.518 0.964 -1.904
H: 2.629 -0.377 -2.680
H: 3.398 -0.616 -1.127
H: -2.252 -1.989 1.942
H: -0.941 -2.628 1.037
H: 0.192 -4.521 3.611
H: -1.016 -3.263 5.052
H: 1.225 -1.040 4.380
H: 2.480 -1.914 2.739
C: -0.514 -5.849 -1.529
C: -1.582 -6.616 -1.328
C: -1.457 -8.088 -1.191
O: -2.427 -8.792 -1.007
C: -0.094 -8.673 -1.287
C: 0.974 -7.906 -1.488
C: 0.847 -6.432 -1.624
O: 1.822 -5.734 -1.803
H: -0.579 -4.774 -1.632
H: -2.582 -6.209 -1.255
H: -0.027 -9.749 -1.184
H: 1.976 -8.309 -1.562
C: 4.745 4.611 -3.297
C: 5.005 5.884 -3.583
C: 4.109 6.674 -4.466
O: 4.347 7.833 -4.728
C: 2.912 5.989 -5.017
C: 2.653 4.716 -4.731
C: 3.548 3.927 -3.849
O: 3.308 2.770 -3.585
H: 5.381 4.015 -2.655
H: 5.870 6.404 -3.192
H: 2.274 6.585 -5.657
H: 1.787 4.196 -5.120

# 5
Here is one molecule with the formula C8H11NOS in a non-equilibrium geometry from the Open Molecules 2025 dataset. Energies are from ωB97M-V/def2-TZVPD.

E_LUMO (spin up / spin down) = 0.535 / -0.317 eV
Total energy = -22844.60784 eV
Strongest force on any atom = 0.0216 hartree/bohr
Spin multiplicity = 1

Atoms and positions in Å:
C: -1.429 3.126 -0.746
C: 3.251 -2.472 0.616
C: 1.909 -2.384 0.794
C: -2.417 1.978 -0.613
C: -1.187 -0.247 -0.721
C: 1.027 -1.883 -0.156
C: -1.680 0.907 0.212
C: -0.573 1.685 0.812
N: -0.426 2.866 0.150
O: -1.481 4.096 -1.468
S: -0.662 -1.753 0.171
H: 3.899 -2.818 1.398
H: 3.717 -2.170 -0.307
H: 1.480 -2.700 1.737
H: -3.290 2.348 -0.074
H: -2.750 1.633 -1.589
H: -2.022 -0.553 -1.350
H: -0.362 0.090 -1.346
H: 1.362 -1.556 -1.127
H: -2.329 0.451 0.963
H: 0.189 1.304 1.462
H: 0.344 3.501 0.295

# 6
Here is a 2-piece molecular cluster, Cl2H2NO2P overall in a non-equilibrium geometry from the Open Molecules 2025 dataset. Energies are from ωB97M-V/def2-TZVPD.

E_LUMO = -1.018 eV
SMILES = OP(Cl)Cl.N=O
Total energy = -39950.09491 eV
Strongest force on any atom = 0.0767 hartree/bohr
Spin multiplicity = 1

Atoms and positions in Å:
N: -1.545 0.503 0.962
O: 0.092 0.065 -1.705
O: -1.350 -0.565 1.576
P: 1.601 0.274 -1.242
Cl: 1.300 0.582 0.755
Cl: 2.305 -1.683 -0.928
H: -0.546 -0.458 -1.127
H: -1.858 1.282 1.710